(1)
89
Properties=species:S:1:pos:R:3:lowdin_charge:R:1 method="wB97M-V/def2-TZVPD" de_lowest_kj_mol=72.3 s2=3.764 charge=+3 orbital_gap_ev="8.3 / 5.6" spin_multiplicity=4 homo_energy_ev="-16.6 / -16.2"
Re -1.83 0.30 1.37 1.406
C -2.17 3.38 1.51 -0.142
C -1.98 3.00 2.98 -0.134
N -2.17 1.54 3.16 -0.184
C -1.38 0.96 4.25 -0.218
C 0.11 0.85 3.92 -0.338
S 0.45 0.53 2.14 0.872
C 0.84 2.24 1.54 -0.360
C -0.06 2.68 0.39 -0.235
N -1.50 2.41 0.59 -0.182
H -1.81 4.40 1.34 0.146
H -3.23 3.37 1.27 0.114
H -2.70 3.56 3.58 0.153
H -0.99 3.28 3.33 0.116
H -3.15 1.38 3.40 0.145
H -1.77 -0.05 4.43 0.122
H -1.50 1.53 5.18 0.150
H 0.54 0.00 4.46 0.104
H 0.69 1.74 4.19 0.094
H 1.87 2.21 1.20 0.070
H 0.78 2.91 2.39 0.083
H 0.26 2.14 -0.51 0.078
H 0.10 3.75 0.21 0.146
H -1.94 2.58 -0.31 0.126
O -1.17 -3.49 2.59 0.164
C -1.51 -2.51 1.99 -0.575
O -1.94 -1.40 2.48 -0.175
C -1.48 -2.47 0.46 -0.178
C -1.50 -3.67 -0.25 0.043
C -1.64 -3.62 -1.61 0.057
C -1.66 -2.36 -2.25 -0.131
C -1.77 -2.24 -3.65 0.013
C -1.73 -1.01 -4.25 -0.025
C -1.60 0.15 -3.47 -0.041
C -1.54 0.06 -2.11 -0.059
C -1.57 -1.18 -1.45 -0.230
N -1.53 -1.26 -0.09 -0.014
H -1.44 -4.60 0.30 0.140
H -1.75 -4.52 -2.20 0.142
H -1.86 -3.14 -4.24 0.134
H -1.82 -0.92 -5.33 0.127
H -1.56 1.11 -3.96 0.121
H -1.46 0.96 -1.51 0.066
C -6.32 0.50 1.08 -0.126
C -6.17 -1.01 0.96 -0.121
C -4.67 -1.21 1.20 -0.157
O -4.03 0.03 0.81 -0.304
C -5.04 0.98 0.42 -0.158
H -6.37 0.81 2.13 0.126
H -7.21 0.87 0.57 0.134
H -6.43 -1.34 -0.05 0.129
H -6.77 -1.56 1.67 0.135
H -4.25 -2.03 0.61 0.127
H -4.45 -1.39 2.26 0.128
H -5.13 0.96 -0.67 0.141
H -4.72 1.97 0.74 0.104
C 4.77 -4.45 0.26 -0.153
Si 4.19 -2.68 0.62 0.552
C 3.03 -2.37 2.11 -0.179
C 5.52 -1.33 0.53 -0.170
C 2.91 -2.47 -0.93 -0.537
Te 2.13 -0.53 -1.06 1.501
C 3.42 0.06 -2.66 -0.510
Si 3.48 1.97 -2.96 0.501
C 4.65 2.32 -4.41 -0.152
C 4.09 2.67 -1.29 -0.167
C 1.66 2.46 -3.28 -0.173
H 5.51 -4.75 0.99 0.044
H 5.23 -4.54 -0.72 0.045
H 3.95 -5.16 0.31 0.043
H 3.42 -2.87 2.99 0.044
H 2.03 -2.74 1.94 0.021
H 2.97 -1.31 2.34 0.002
H 6.20 -1.44 1.37 0.045
H 5.11 -0.32 0.60 0.012
H 6.13 -1.38 -0.36 0.040
H 2.12 -3.18 -0.74 0.007
H 3.44 -2.72 -1.84 0.024
H 3.06 -0.46 -3.55 0.031
H 4.41 -0.32 -2.42 0.023
H 5.67 2.04 -4.18 0.042
H 4.65 3.38 -4.64 0.043
H 4.35 1.79 -5.31 0.040
H 4.85 2.03 -0.85 0.029
H 3.28 2.78 -0.57 -0.005
H 4.55 3.65 -1.42 0.044
H 1.48 2.64 -4.34 0.041
H 1.40 3.39 -2.77 0.030
H 0.97 1.68 -2.95 -0.026

---

(2)
85
Properties=species:S:1:pos:R:3:lowdin_charge:R:1 method="wB97M-V/def2-TZVPD" de_lowest_kj_mol=100.6 charge=-1 orbital_gap_ev=6.7 spin_multiplicity=1 homo_energy_ev=-4.2
Ca -1.60 0.17 0.20 1.342
C 0.33 2.48 -1.17 -0.081
N -1.06 2.45 -0.66 -0.274
C -2.02 2.82 -1.74 -0.195
C -2.94 1.69 -2.23 -0.154
C -2.21 0.49 -2.90 -0.208
N -1.89 -0.54 -1.91 -0.093
C -2.29 -1.74 -2.11 -0.106
C -2.10 -2.90 -1.25 -0.143
C -2.62 -4.12 -1.71 -0.078
C -2.50 -5.28 -0.99 -0.126
C -1.83 -5.23 0.25 -0.101
C -1.31 -4.06 0.73 -0.014
C -1.45 -2.83 0.03 -0.371
O -0.99 -1.74 0.53 -0.262
C -1.23 3.40 0.48 -0.215
C -0.27 3.26 1.67 -0.158
C -0.28 1.91 2.43 -0.231
N -1.52 1.16 2.21 -0.102
C -2.07 0.53 3.17 -0.091
C -3.25 -0.34 3.08 -0.135
C -3.70 -0.91 4.28 -0.074
C -4.77 -1.77 4.32 -0.125
C -5.41 -2.11 3.11 -0.108
C -4.99 -1.56 1.92 -0.026
C -3.92 -0.64 1.85 -0.379
O -3.60 -0.09 0.71 -0.259
H 0.64 3.50 -1.44 0.095
H 0.42 1.83 -2.04 0.061
H 1.02 2.08 -0.42 0.059
H -1.47 3.22 -2.60 0.116
H -2.66 3.63 -1.38 0.109
H -3.64 2.12 -2.95 0.107
H -3.54 1.31 -1.39 0.097
H -1.27 0.84 -3.35 0.101
H -2.82 0.08 -3.70 0.104
H -2.82 -1.95 -3.05 0.118
H -3.13 -4.13 -2.67 0.099
H -2.92 -6.21 -1.36 0.084
H -1.71 -6.14 0.83 0.094
H -0.78 -4.02 1.68 0.113
H -2.25 3.28 0.84 0.116
H -1.12 4.43 0.10 0.115
H -0.56 4.06 2.35 0.105
H 0.76 3.46 1.36 0.102
H -0.09 2.07 3.49 0.111
H 0.54 1.29 2.07 -0.011
H -1.64 0.63 4.17 0.124
H -3.18 -0.64 5.19 0.101
H -5.10 -2.20 5.26 0.085
H -6.24 -2.80 3.12 0.093
H -5.48 -1.82 0.99 0.107
C 1.55 -0.33 -4.03 -0.179
C 2.78 -1.07 -4.62 -0.172
N 3.65 -1.54 -3.54 -0.169
C 4.13 -0.37 -2.78 -0.153
C 2.93 0.46 -2.24 -0.184
N 1.67 -0.23 -2.58 -0.164
C 1.70 -1.59 -2.01 -0.162
C 2.86 -2.40 -2.64 -0.150
H 0.62 -0.86 -4.26 0.104
H 1.47 0.69 -4.44 0.104
H 3.37 -0.42 -5.27 0.104
H 2.48 -1.94 -5.21 0.105
H 4.77 0.22 -3.45 0.104
H 4.75 -0.73 -1.96 0.113
H 2.90 1.45 -2.70 0.109
H 2.98 0.56 -1.16 0.032
H 0.73 -2.06 -2.22 0.103
H 1.81 -1.51 -0.93 0.032
H 2.50 -3.24 -3.23 0.107
H 3.53 -2.79 -1.87 0.112
C 3.99 2.67 5.04 -0.052
C 4.26 2.09 3.68 -0.375
C 5.47 2.31 3.03 -0.068
C 5.56 1.78 1.75 -0.184
N 4.60 1.08 1.17 0.028
C 3.46 0.84 1.90 -0.833
S 2.22 -0.14 1.22 0.584
N 3.28 1.38 3.14 0.074
H 4.92 2.98 5.54 0.064
H 3.47 1.95 5.66 0.072
H 3.35 3.55 4.94 0.074
H 6.28 2.86 3.49 0.087
H 6.46 1.94 1.16 0.093

---

What did the first record say?
89
Properties=species:S:1:pos:R:3:lowdin_charge:R:1 method="wB97M-V/def2-TZVPD" de_lowest_kj_mol=72.3 s2=3.764 charge=+3 orbital_gap_ev="8.3 / 5.6" spin_multiplicity=4 homo_energy_ev="-16.6 / -16.2"
Re -1.83 0.30 1.37 1.406
C -2.17 3.38 1.51 -0.142
C -1.98 3.00 2.98 -0.134
N -2.17 1.54 3.16 -0.184
C -1.38 0.96 4.25 -0.218
C 0.11 0.85 3.92 -0.338
S 0.45 0.53 2.14 0.872
C 0.84 2.24 1.54 -0.360
C -0.06 2.68 0.39 -0.235
N -1.50 2.41 0.59 -0.182
H -1.81 4.40 1.34 0.146
H -3.23 3.37 1.27 0.114
H -2.70 3.56 3.58 0.153
H -0.99 3.28 3.33 0.116
H -3.15 1.38 3.40 0.145
H -1.77 -0.05 4.43 0.122
H -1.50 1.53 5.18 0.150
H 0.54 0.00 4.46 0.104
H 0.69 1.74 4.19 0.094
H 1.87 2.21 1.20 0.070
H 0.78 2.91 2.39 0.083
H 0.26 2.14 -0.51 0.078
H 0.10 3.75 0.21 0.146
H -1.94 2.58 -0.31 0.126
O -1.17 -3.49 2.59 0.164
C -1.51 -2.51 1.99 -0.575
O -1.94 -1.40 2.48 -0.175
C -1.48 -2.47 0.46 -0.178
C -1.50 -3.67 -0.25 0.043
C -1.64 -3.62 -1.61 0.057
C -1.66 -2.36 -2.25 -0.131
C -1.77 -2.24 -3.65 0.013
C -1.73 -1.01 -4.25 -0.025
C -1.60 0.15 -3.47 -0.041
C -1.54 0.06 -2.11 -0.059
C -1.57 -1.18 -1.45 -0.230
N -1.53 -1.26 -0.09 -0.014
H -1.44 -4.60 0.30 0.140
H -1.75 -4.52 -2.20 0.142
H -1.86 -3.14 -4.24 0.134
H -1.82 -0.92 -5.33 0.127
H -1.56 1.11 -3.96 0.121
H -1.46 0.96 -1.51 0.066
C -6.32 0.50 1.08 -0.126
C -6.17 -1.01 0.96 -0.121
C -4.67 -1.21 1.20 -0.157
O -4.03 0.03 0.81 -0.304
C -5.04 0.98 0.42 -0.158
H -6.37 0.81 2.13 0.126
H -7.21 0.87 0.57 0.134
H -6.43 -1.34 -0.05 0.129
H -6.77 -1.56 1.67 0.135
H -4.25 -2.03 0.61 0.127
H -4.45 -1.39 2.26 0.128
H -5.13 0.96 -0.67 0.141
H -4.72 1.97 0.74 0.104
C 4.77 -4.45 0.26 -0.153
Si 4.19 -2.68 0.62 0.552
C 3.03 -2.37 2.11 -0.179
C 5.52 -1.33 0.53 -0.170
C 2.91 -2.47 -0.93 -0.537
Te 2.13 -0.53 -1.06 1.501
C 3.42 0.06 -2.66 -0.510
Si 3.48 1.97 -2.96 0.501
C 4.65 2.32 -4.41 -0.152
C 4.09 2.67 -1.29 -0.167
C 1.66 2.46 -3.28 -0.173
H 5.51 -4.75 0.99 0.044
H 5.23 -4.54 -0.72 0.045
H 3.95 -5.16 0.31 0.043
H 3.42 -2.87 2.99 0.044
H 2.03 -2.74 1.94 0.021
H 2.97 -1.31 2.34 0.002
H 6.20 -1.44 1.37 0.045
H 5.11 -0.32 0.60 0.012
H 6.13 -1.38 -0.36 0.040
H 2.12 -3.18 -0.74 0.007
H 3.44 -2.72 -1.84 0.024
H 3.06 -0.46 -3.55 0.031
H 4.41 -0.32 -2.42 0.023
H 5.67 2.04 -4.18 0.042
H 4.65 3.38 -4.64 0.043
H 4.35 1.79 -5.31 0.040
H 4.85 2.03 -0.85 0.029
H 3.28 2.78 -0.57 -0.005
H 4.55 3.65 -1.42 0.044
H 1.48 2.64 -4.34 0.041
H 1.40 3.39 -2.77 0.030
H 0.97 1.68 -2.95 -0.026

---

Repeat the first record exactly.
89
Properties=species:S:1:pos:R:3:lowdin_charge:R:1 method="wB97M-V/def2-TZVPD" de_lowest_kj_mol=72.3 s2=3.764 charge=+3 orbital_gap_ev="8.3 / 5.6" spin_multiplicity=4 homo_energy_ev="-16.6 / -16.2"
Re -1.83 0.30 1.37 1.406
C -2.17 3.38 1.51 -0.142
C -1.98 3.00 2.98 -0.134
N -2.17 1.54 3.16 -0.184
C -1.38 0.96 4.25 -0.218
C 0.11 0.85 3.92 -0.338
S 0.45 0.53 2.14 0.872
C 0.84 2.24 1.54 -0.360
C -0.06 2.68 0.39 -0.235
N -1.50 2.41 0.59 -0.182
H -1.81 4.40 1.34 0.146
H -3.23 3.37 1.27 0.114
H -2.70 3.56 3.58 0.153
H -0.99 3.28 3.33 0.116
H -3.15 1.38 3.40 0.145
H -1.77 -0.05 4.43 0.122
H -1.50 1.53 5.18 0.150
H 0.54 0.00 4.46 0.104
H 0.69 1.74 4.19 0.094
H 1.87 2.21 1.20 0.070
H 0.78 2.91 2.39 0.083
H 0.26 2.14 -0.51 0.078
H 0.10 3.75 0.21 0.146
H -1.94 2.58 -0.31 0.126
O -1.17 -3.49 2.59 0.164
C -1.51 -2.51 1.99 -0.575
O -1.94 -1.40 2.48 -0.175
C -1.48 -2.47 0.46 -0.178
C -1.50 -3.67 -0.25 0.043
C -1.64 -3.62 -1.61 0.057
C -1.66 -2.36 -2.25 -0.131
C -1.77 -2.24 -3.65 0.013
C -1.73 -1.01 -4.25 -0.025
C -1.60 0.15 -3.47 -0.041
C -1.54 0.06 -2.11 -0.059
C -1.57 -1.18 -1.45 -0.230
N -1.53 -1.26 -0.09 -0.014
H -1.44 -4.60 0.30 0.140
H -1.75 -4.52 -2.20 0.142
H -1.86 -3.14 -4.24 0.134
H -1.82 -0.92 -5.33 0.127
H -1.56 1.11 -3.96 0.121
H -1.46 0.96 -1.51 0.066
C -6.32 0.50 1.08 -0.126
C -6.17 -1.01 0.96 -0.121
C -4.67 -1.21 1.20 -0.157
O -4.03 0.03 0.81 -0.304
C -5.04 0.98 0.42 -0.158
H -6.37 0.81 2.13 0.126
H -7.21 0.87 0.57 0.134
H -6.43 -1.34 -0.05 0.129
H -6.77 -1.56 1.67 0.135
H -4.25 -2.03 0.61 0.127
H -4.45 -1.39 2.26 0.128
H -5.13 0.96 -0.67 0.141
H -4.72 1.97 0.74 0.104
C 4.77 -4.45 0.26 -0.153
Si 4.19 -2.68 0.62 0.552
C 3.03 -2.37 2.11 -0.179
C 5.52 -1.33 0.53 -0.170
C 2.91 -2.47 -0.93 -0.537
Te 2.13 -0.53 -1.06 1.501
C 3.42 0.06 -2.66 -0.510
Si 3.48 1.97 -2.96 0.501
C 4.65 2.32 -4.41 -0.152
C 4.09 2.67 -1.29 -0.167
C 1.66 2.46 -3.28 -0.173
H 5.51 -4.75 0.99 0.044
H 5.23 -4.54 -0.72 0.045
H 3.95 -5.16 0.31 0.043
H 3.42 -2.87 2.99 0.044
H 2.03 -2.74 1.94 0.021
H 2.97 -1.31 2.34 0.002
H 6.20 -1.44 1.37 0.045
H 5.11 -0.32 0.60 0.012
H 6.13 -1.38 -0.36 0.040
H 2.12 -3.18 -0.74 0.007
H 3.44 -2.72 -1.84 0.024
H 3.06 -0.46 -3.55 0.031
H 4.41 -0.32 -2.42 0.023
H 5.67 2.04 -4.18 0.042
H 4.65 3.38 -4.64 0.043
H 4.35 1.79 -5.31 0.040
H 4.85 2.03 -0.85 0.029
H 3.28 2.78 -0.57 -0.005
H 4.55 3.65 -1.42 0.044
H 1.48 2.64 -4.34 0.041
H 1.40 3.39 -2.77 0.030
H 0.97 1.68 -2.95 -0.026